# 1
ORCA calculation (ωB97M-V/def2-TZVPD) on an isolated molecule of ClHN2O at a distorted geometry.

Geometry as XYZ:
```
5
Properties=species:S:1:pos:R:3:forces:R:3
O 1.371737 0.845095 0.135646 2.3555 1.4292 0.0933
N 0.441407 0.108958 -0.023781 0.6532 -1.6876 -0.4558
N -0.723464 0.561689 0.076153 -0.0426 0.4238 0.1239
Cl -1.877676 -0.617382 0.090851 -1.1438 -1.3514 -0.2550
H 0.787998 -0.898358 -0.278867 -1.8223 1.1860 0.4937
```
Positions in Å, forces in eV/Å.

- HOMO energy (hartree) = -0.3652
- orbital gap (eV) = 10.09
- strongest force on any atom (hartree/bohr) = 0.054
- structure (SMILES) = [O-]/[NH+]=N/Cl
- energy (eV) = -17562.277
- energy relative to the best compared isomer or geometry (same formula, charge and spin) (kJ/mol) = 298.1

=====

# 2
ORCA calculation (ωB97M-V/def2-TZVPD) on a 2-piece molecular cluster, ClHNO2P overall at a distorted geometry.

Geometry as XYZ:
```
6
Properties=species:S:1:pos:R:3:forces:R:3
O -0.439659 -0.577911 2.129373 -1.9764 0.3526 -1.4645
N -1.305934 -0.437530 1.270084 2.4114 -0.5014 5.7269
P -1.519763 -0.395418 -0.262725 -0.2492 0.1370 -4.6872
O -2.861728 -0.318934 -0.851394 -0.1766 0.0196 0.4255
Cl 3.262741 1.477360 -0.920925 -0.6529 -1.9413 -0.6920
H 2.864344 0.252432 -1.364413 0.6437 1.9335 0.6913
```
Positions in Å, forces in eV/Å.

- HOMO energy (alpha / beta) (hartree) = -0.3771 / -0.3755
- orbital gap (alpha / beta) (eV) = 7.67 / 7.63
- strongest force on any atom (hartree/bohr) = 0.121
- structure (SMILES) = O=NP=O.Cl
- energy (eV) = -27409.022
- energy relative to the best compared isomer or geometry (same formula, charge and spin) (kJ/mol) = 134.3

=====

# 3
ORCA calculation (ωB97M-V/def2-TZVPD) on ClHNO2S as an isolated structure at a distorted geometry.

Geometry as XYZ:
```
6
Properties=species:S:1:pos:R:3:forces:R:3
N 0.170695 -0.597073 0.472250 0.7683 0.6815 0.0014
O -2.319652 -0.500585 0.424154 -0.1643 0.7690 -0.0206
O -1.053007 1.157160 -0.945668 -0.6115 -0.0027 0.6270
S -1.061311 0.097999 0.041727 1.3396 -1.1899 -0.9463
Cl 2.988783 0.069825 -0.137906 -0.1788 0.0160 -0.0231
H 1.274491 -0.227325 0.145442 -1.1533 -0.2738 0.3616
```
Positions in Å, forces in eV/Å.

- HOMO energy (hartree) = -0.1895
- orbital gap (eV) = 8.48
- strongest force on any atom (hartree/bohr) = 0.039
- charge = -1
- energy (eV) = -28959.874
- energy relative to the best compared isomer or geometry (same formula, charge and spin) (kJ/mol) = 53.7

=====

# 4
ORCA calculation (ωB97M-V/def2-TZVPD) on an isolated ion of composition ClHNO2S and charge -1 at a distorted geometry.

Geometry as XYZ:
```
6
Properties=species:S:1:pos:R:3:forces:R:3
N -0.005626 -1.715058 0.114387 -1.9818 3.6126 -2.4581
S 0.074043 0.387797 -0.217441 0.9762 -1.9328 -0.7598
O 0.114911 0.694787 -1.641377 -0.6508 -0.6213 0.6824
O 0.939562 1.298187 0.529782 -0.3043 -1.1777 0.3947
Cl -1.847336 0.978022 0.470895 -0.4023 0.0355 -0.0304
H 0.724446 -1.643735 0.743754 2.3630 0.0837 2.1712
```
Positions in Å, forces in eV/Å.

- HOMO energy (hartree) = -0.1546
- orbital gap (eV) = 7.97
- strongest force on any atom (hartree/bohr) = 0.093
- charge = -1
- structure (SMILES) = N=[S@](=O)([O-])Cl
- energy (eV) = -28957.839
- energy relative to the best compared isomer or geometry (same formula, charge and spin) (kJ/mol) = 250.0

=====

# 5
ORCA calculation (ωB97M-V/def2-TZVPD) on ClHg as an isolated structure at a distorted geometry.

Geometry as XYZ:
```
2
Properties=species:S:1:pos:R:3:forces:R:3
Hg -0.357305 -0.580460 -0.634870 -5.9371 -9.6477 -10.5508
Cl 0.357305 0.580460 0.634870 5.9371 9.6477 10.5508
```
Positions in Å, forces in eV/Å.

- HOMO energy (hartree) = -0.6544
- orbital gap (eV) = 9.21
- strongest force on any atom (hartree/bohr) = 0.301
- charge = +1
- energy (eV) = -16685.430
- energy relative to the best compared isomer or geometry (same formula, charge and spin) (kJ/mol) = 196.4

=====

# 6
ORCA calculation (ωB97M-V/def2-TZVPD) on a 3-piece molecular cluster, ClN2O6 overall at a distorted geometry.

Geometry as XYZ:
```
9
Properties=species:S:1:pos:R:3:forces:R:3
N -1.002300 0.832178 -4.760988 7.5140 -7.0842 -0.5132
O -1.920617 1.385203 -4.542005 -14.9456 8.8911 1.2461
O -0.063642 1.021611 -4.092775 7.8395 2.3064 3.7258
O -0.962917 -0.147357 -5.464523 -0.5448 -3.9070 -4.9394
N 0.762671 -0.333798 4.740994 -1.1928 -4.0490 0.1700
O 1.838040 -0.893076 5.162757 -0.3421 2.0815 -0.1610
O 0.513813 0.873150 4.751329 0.8419 0.2909 0.2007
O -0.134243 -1.176931 4.368776 0.6657 1.7338 0.3424
Cl 0.969195 -1.560979 -0.163566 0.1642 -0.2634 -0.0714
```
Positions in Å, forces in eV/Å.

- HOMO energy (hartree) = 0.0678
- orbital gap (eV) = 6.80
- strongest force on any atom (hartree/bohr) = 0.339
- charge = -3
- energy (eV) = -27777.108
- energy relative to the best compared isomer or geometry (same formula, charge and spin) (kJ/mol) = 0.0

=====

# 7
ORCA calculation (ωB97M-V/def2-TZVPD) on a 4-piece molecular cluster, ClN3O13 overall at a distorted geometry.

Geometry as XYZ:
```
17
Properties=species:S:1:pos:R:3:forces:R:3
N -3.808367 0.220740 2.076939 2.5140 3.2149 -9.0186
O -3.299119 -0.267764 1.038705 1.3561 0.5298 -0.7170
O -4.312408 -0.480421 2.783246 -5.1586 -8.8141 9.7791
O -4.027119 1.401252 2.182340 0.5771 5.0179 0.2459
N 2.297903 -4.994718 -0.326552 3.1424 1.1545 -0.5098
O 2.861206 -4.481929 -1.282629 0.7910 0.6310 -2.7354
O 2.954274 -5.558405 0.503688 4.1818 -3.3496 3.3392
O 1.173365 -4.876340 -0.089521 -7.8737 0.8949 -0.2034
N 1.680859 -0.260287 0.468136 -5.3272 -1.6109 4.2375
O 1.622186 0.116272 1.662336 1.5243 1.5297 1.5237
O 2.615453 -0.270389 -0.198491 8.0108 1.4651 -3.9237
O 0.688399 -0.800070 0.059135 -3.7549 -1.2928 -1.6656
Cl -0.012958 4.057503 -1.809617 -8.4445 -0.5619 3.4680
O -1.217445 3.856305 -0.826146 2.6006 0.8089 -2.4169
O -0.469796 3.681563 -3.107162 0.0712 0.2464 -1.8120
O 0.283121 5.444396 -1.748934 1.5218 1.9871 -0.5202
O 0.970446 3.212294 -1.385472 4.2678 -1.8507 0.9294
```
Positions in Å, forces in eV/Å.

- HOMO energy (hartree) = 0.1523
- orbital gap (eV) = 5.00
- strongest force on any atom (hartree/bohr) = 0.275
- charge = -4
- energy (eV) = -43583.192
- energy relative to the best compared isomer or geometry (same formula, charge and spin) (kJ/mol) = 229.2

=====

# 8
ORCA calculation (ωB97M-V/def2-TZVPD) on an isolated molecule of ClNO2S at a distorted geometry.

Geometry as XYZ:
```
5
Properties=species:S:1:pos:R:3:forces:R:3
O -0.741039 -0.622787 -0.417803 1.4735 0.4864 -2.8531
N 0.290352 -0.182735 -0.020458 -0.4315 -0.1018 2.7583
S 0.566069 -0.005067 1.527888 0.9292 0.9085 1.2854
O 1.605966 -0.095108 -0.860415 -1.8697 -2.3825 -1.9167
Cl 2.683008 1.115624 -0.897686 -0.1016 1.0894 0.7261
```
Positions in Å, forces in eV/Å.

- HOMO energy (alpha / beta) (hartree) = -0.3656 / -0.3657
- orbital gap (alpha / beta) (eV) = 8.44 / 8.44
- strongest force on any atom (hartree/bohr) = 0.070
- structure (SMILES) = [O-][N+](=S)OCl
- energy (eV) = -28936.201
- energy relative to the best compared isomer or geometry (same formula, charge and spin) (kJ/mol) = 312.1

=====

Q: Which formula does entry 8 have?
A: ClNO2S

=====

Q: Number 7 is which compound?
A: ClN3O13